[1]
122
Properties=species:S:1:pos:R:3:mulliken_charge:R:1 method="wB97M-V/def2-TZVPD" homo_lumo_gap_ev=6.70 charge=-2 energy_ev=-107254.7954
Zr -0.479 -0.018 -1.040 -0.16
O -3.581 -0.180 -3.572 -0.74
C -3.118 -0.653 -2.560 0.37
O -2.453 0.031 -1.653 -0.64
C -3.347 -2.113 -2.176 -1.11
P -1.965 -2.853 -1.206 1.81
C -0.955 -3.788 -2.401 0.11
C -1.057 -3.662 -3.781 -0.61
C -0.148 -4.306 -4.612 -0.54
C 0.865 -5.084 -4.072 -0.49
C 0.969 -5.221 -2.693 -0.56
C 0.069 -4.572 -1.865 -0.49
C -2.822 -4.187 -0.300 0.57
C -3.006 -5.471 -0.812 -0.43
C -3.644 -6.437 -0.047 -0.74
C -4.108 -6.132 1.227 -0.52
C -3.950 -4.851 1.736 -0.70
C -3.303 -3.889 0.973 -0.60
H -3.659 -2.696 -3.042 0.48
H -4.181 -2.106 -1.467 0.53
H -1.807 -3.015 -4.217 0.16
H -0.211 -4.164 -5.683 0.41
H 1.591 -5.557 -4.722 0.37
H 1.773 -5.805 -2.262 0.38
H 0.170 -4.654 -0.787 0.42
H -2.626 -5.722 -1.795 0.43
H -3.762 -7.439 -0.441 0.39
H -4.564 -6.893 1.847 0.36
H -4.291 -4.622 2.738 0.55
H -3.138 -2.900 1.388 0.45
O 3.897 -2.809 -4.471 -0.66
C 2.998 -2.348 -3.817 0.64
C 1.749 -1.655 -4.365 -0.25
O 1.514 -1.440 -5.534 -0.71
C 0.952 -1.327 -3.177 2.03
C 1.632 -1.687 -2.016 0.71
O 1.080 -1.438 -0.854 0.29
C 2.891 -2.355 -2.293 -0.56
O 3.700 -2.832 -1.522 -0.73
O -0.216 -0.791 -3.095 -0.99
C -3.022 0.468 4.025 -1.67
C -1.866 1.352 3.544 2.32
C -2.340 2.810 3.465 -1.75
C -0.694 1.246 4.530 -1.61
C -1.415 0.921 2.210 -0.31
C -1.027 0.562 1.112 -0.04
H -3.394 0.830 4.987 0.44
H -2.697 -0.561 4.153 0.20
H -3.842 0.480 3.306 0.37
H -2.675 3.150 4.448 0.53
H -3.169 2.906 2.762 0.35
H -1.530 3.461 3.128 0.10
H -1.015 1.550 5.530 0.44
H 0.132 1.889 4.217 0.30
H -0.328 0.220 4.579 0.31
N 0.652 1.543 -1.435 0.39
P 1.203 2.881 -0.895 -1.72
N 2.375 2.670 0.268 1.41
C 2.238 1.545 1.208 0.30
C 3.587 1.200 1.844 -0.98
C 4.711 1.523 0.870 -0.52
C 4.784 3.041 0.693 -1.13
C 3.369 3.656 0.667 -0.81
N 2.043 3.822 -2.012 0.59
C 1.261 4.523 -3.028 -0.01
C 2.044 5.757 -3.496 -0.87
C 3.553 5.498 -3.404 -0.64
C 3.830 4.030 -3.709 -0.86
C 3.188 3.134 -2.638 -0.16
N 0.001 3.896 -0.347 1.02
C 0.289 4.979 0.578 -0.15
C -0.455 6.252 0.187 -0.71
C -1.952 5.984 0.075 -0.72
C -2.207 4.830 -0.891 -0.86
C -1.422 3.591 -0.477 0.05
H 1.884 0.683 0.646 -0.31
H 1.485 1.759 1.974 -0.33
H 3.579 0.144 2.117 0.61
H 3.737 1.768 2.769 0.33
H 4.500 1.039 -0.087 0.12
H 5.669 1.133 1.220 0.52
H 5.333 3.297 -0.216 0.38
H 5.338 3.480 1.529 0.42
H 3.333 4.492 -0.030 0.32
H 3.120 4.050 1.662 0.52
H 0.301 4.811 -2.607 -0.32
H 1.053 3.852 -3.871 0.34
H 1.775 6.627 -2.891 0.24
H 1.766 5.986 -4.529 0.43
H 3.905 5.722 -2.393 0.22
H 4.100 6.153 -4.086 0.44
H 4.901 3.827 -3.755 0.45
H 3.424 3.787 -4.695 0.36
H 3.913 2.900 -1.861 0.04
H 2.865 2.182 -3.078 -0.03
H 1.360 5.167 0.597 0.31
H -0.010 4.686 1.597 0.06
H -0.070 6.603 -0.778 0.10
H -0.252 7.033 0.925 0.40
H -2.483 6.884 -0.244 0.46
H -2.341 5.715 1.064 0.22
H -1.913 5.127 -1.903 0.30
H -3.270 4.579 -0.925 0.40
H -1.550 2.803 -1.215 -0.08
H -1.806 3.206 0.476 -0.29
N 1.085 -3.075 1.886 -0.45
C 0.134 -3.740 2.681 0.07
C 0.253 -5.104 2.951 -0.73
C -0.678 -5.754 3.746 -0.92
C -1.745 -5.059 4.295 -0.08
C -1.855 -3.699 4.048 -0.43
C -0.927 -3.039 3.253 0.49
S -2.986 -5.925 5.257 1.36
O -3.161 -7.195 4.558 -0.72
O -4.158 -5.055 5.192 -0.72
O -2.421 -6.063 6.593 -0.71
H 0.704 -2.434 1.197 -0.36
H 1.702 -3.713 1.403 0.36
H 1.070 -5.663 2.506 0.32
H -0.605 -6.821 3.917 0.38
H -2.706 -3.173 4.462 0.53
H -1.027 -1.981 3.036 0.24

---

[2]
108
Properties=species:S:1:pos:R:3:mulliken_charge:R:1 method="wB97M-V/def2-TZVPD" homo_lumo_gap_ev=4.85 charge=+1 energy_ev=-54338.5971
C -0.968 -4.909 -1.580 -1.90
C -0.137 -5.444 -2.726 2.64
C -0.034 -6.956 -2.443 -1.91
C -0.846 -5.302 -4.071 -1.48
C 1.272 -4.777 -2.832 0.21
C 2.238 -5.661 -3.317 -0.98
C 3.597 -5.417 -3.177 -1.33
C 3.984 -4.134 -2.828 -1.25
C 3.034 -3.097 -2.801 0.15
C 3.668 -1.710 -3.110 2.48
C 2.676 -0.597 -3.370 -1.12
C 4.521 -1.792 -4.385 -1.89
C 4.577 -1.368 -1.931 -1.67
C 1.667 -3.418 -2.561 0.17
N 0.696 -2.415 -2.160 1.87
C 0.609 -1.613 -1.035 -1.53
B 1.608 -1.096 0.057 -0.26
H 1.200 -0.276 1.058 -0.22
N -0.622 -0.998 -1.085 1.89
C -1.105 -0.008 -0.155 -0.12
C -1.324 1.334 -0.585 0.18
C -1.162 1.899 -2.030 2.51
C -0.970 3.418 -2.013 -2.05
C -2.461 1.625 -2.785 -1.50
C 0.068 1.366 -2.755 -1.68
C -1.753 2.257 0.369 -0.95
C -1.738 1.965 1.723 -0.94
C -1.432 0.683 2.141 -0.29
C -1.291 -0.355 1.208 -0.03
C -1.372 -1.772 1.858 2.38
C -0.176 -1.932 2.798 -1.63
C -1.398 -2.941 0.896 -1.92
C -2.674 -1.862 2.663 -1.84
C -1.299 -1.425 -2.223 -1.01
C -0.439 -2.169 -2.954 -1.54
H -1.286 -3.884 -1.756 0.22
H -1.883 -5.508 -1.467 0.55
H -0.405 -4.971 -0.642 0.41
H 0.314 -7.537 -3.305 0.48
H 0.625 -7.147 -1.589 0.42
H -1.030 -7.348 -2.191 0.44
H -0.214 -5.713 -4.869 0.36
H -1.799 -5.848 -4.062 0.43
H -1.060 -4.260 -4.314 0.25
H 1.933 -6.606 -3.769 0.27
H 4.317 -6.208 -3.374 0.40
H 5.042 -3.900 -2.707 0.46
H 3.213 0.333 -3.620 0.62
H 2.087 -0.400 -2.479 -0.42
H 2.015 -0.835 -4.213 0.36
H 5.351 -2.500 -4.305 0.38
H 3.898 -2.089 -5.236 0.41
H 4.944 -0.805 -4.606 0.44
H 5.461 -2.018 -1.942 0.47
H 4.920 -0.328 -1.991 0.38
H 4.049 -1.507 -0.981 0.19
H 2.148 -2.140 0.452 0.01
H 2.356 -0.240 -0.433 -0.11
H -0.146 3.700 -1.349 0.44
H -0.722 3.780 -3.019 0.41
H -1.876 3.950 -1.710 0.47
H -2.638 0.557 -2.924 0.20
H -3.298 2.031 -2.203 0.35
H -2.460 2.103 -3.773 0.43
H -0.063 0.341 -3.103 0.18
H 0.272 1.963 -3.659 0.53
H 0.956 1.432 -2.114 0.28
H -2.061 3.262 0.088 0.24
H -1.983 2.751 2.425 0.47
H -1.365 0.465 3.208 0.44
H -0.182 -1.173 3.587 0.37
H -0.194 -2.926 3.267 0.46
H 0.758 -1.834 2.235 0.07
H -2.225 -2.867 0.177 0.34
H -0.437 -3.023 0.381 -0.01
H -1.535 -3.887 1.447 0.76
H -3.527 -1.698 1.994 0.43
H -2.775 -2.859 3.109 0.45
H -2.716 -1.124 3.470 0.32
H -2.341 -1.205 -2.392 0.87
H -0.534 -2.558 -3.960 0.64
C -5.443 6.201 3.942 -0.37
C -5.200 4.874 4.323 -0.86
C -3.891 4.416 4.484 -0.21
C -2.785 5.278 4.262 0.61
C -1.431 4.763 4.260 1.23
O -0.505 5.718 3.977 -0.43
C 0.845 5.407 3.985 0.45
C 1.270 4.072 4.141 0.40
C 2.645 3.886 4.446 -0.58
C 3.491 4.972 4.612 -0.74
C 3.028 6.281 4.394 -0.35
C 1.706 6.497 4.021 -0.66
C 0.284 3.060 4.197 -0.15
C -1.040 3.437 4.413 -0.83
C -3.051 6.636 3.956 -0.55
C -4.359 7.080 3.772 -0.60
H -6.466 6.561 3.825 0.40
H -6.033 4.198 4.521 0.39
H -3.696 3.390 4.792 0.38
H 2.979 2.849 4.594 0.43
H 4.532 4.815 4.903 0.41
H 3.704 7.132 4.486 0.40
H 1.314 7.483 3.787 0.46
H 0.569 2.020 4.309 0.51
H -1.814 2.684 4.585 0.46
H -2.236 7.346 3.849 0.43
H -4.535 8.124 3.522 0.40

---

[3]
113
Properties=species:S:1:pos:R:3:mulliken_charge:R:1 method="wB97M-V/def2-TZVPD" homo_lumo_gap_ev=5.71 charge=+2 energy_ev=-143060.0718
W 0.158 -0.030 0.521 0.75
C -2.291 -1.908 -0.699 -1.04
O -1.601 -0.655 -0.475 0.88
C -2.399 0.516 -0.700 -0.64
C -2.224 1.199 -1.910 -0.14
C -1.301 0.690 -2.991 -1.33
C 0.143 1.155 -3.017 0.48
C 0.834 1.043 -4.212 -0.70
C 2.214 1.184 -4.294 -0.09
C 2.883 1.622 -3.156 -0.67
C 2.227 1.789 -1.950 0.18
C 2.976 2.217 -0.702 -1.44
C 2.957 1.111 0.327 0.94
C 3.810 0.018 0.243 -0.55
C 3.805 -1.019 1.190 -0.24
C 2.852 -0.963 2.208 -0.42
C 1.923 0.089 2.324 0.51
C 1.002 0.225 3.547 -1.43
C -0.358 -0.452 3.399 0.57
C -0.731 -1.530 4.186 -0.39
C -1.963 -2.173 4.014 0.35
C -2.865 -1.631 3.102 -0.36
C -2.564 -0.522 2.320 -0.68
C -3.663 0.132 1.508 -1.17
C -3.352 0.907 0.248 0.12
C -4.173 1.978 -0.086 -0.69
C -4.082 2.649 -1.305 -0.21
C -3.064 2.274 -2.175 -0.02
C -5.155 3.660 -1.678 1.85
C -6.514 2.946 -1.548 -1.54
C -5.091 4.857 -0.720 -1.63
C -5.014 4.168 -3.116 -2.10
C -1.276 0.034 2.431 0.46
O -0.891 1.015 1.588 -0.96
C -2.303 -3.404 4.837 2.00
C -3.736 -3.891 4.598 -2.07
C -2.167 -3.066 6.329 -1.68
C -1.330 -4.540 4.477 -1.73
C 2.028 1.169 1.397 -0.76
O 1.271 2.319 1.619 -0.30
C 1.983 3.362 2.322 -0.91
C 4.839 -2.128 1.100 1.80
C 6.236 -1.484 1.094 -1.73
C 4.755 -3.112 2.269 -1.97
C 4.634 -2.900 -0.212 -1.58
C 0.860 1.485 -1.867 -0.09
O 0.293 1.284 -0.640 -0.03
C 2.934 0.730 -5.548 1.81
C 4.455 0.764 -5.392 -2.03
C 2.507 -0.730 -5.779 -1.45
C 2.536 1.598 -6.747 -1.69
H -2.640 -2.322 0.253 0.18
H -1.592 -2.601 -1.180 0.28
H -3.139 -1.741 -1.364 0.44
H -1.742 0.973 -3.950 0.77
H -1.268 -0.409 -2.966 0.24
H 0.274 0.762 -5.089 0.58
H 3.944 1.802 -3.192 0.61
H 2.488 3.115 -0.315 0.33
H 4.006 2.463 -0.957 0.58
H 4.518 -0.010 -0.571 0.71
H 2.847 -1.729 2.968 1.23
H 0.829 1.289 3.750 0.38
H 1.511 -0.209 4.410 0.60
H -0.055 -1.899 4.941 0.39
H -3.852 -2.055 3.005 0.68
H -4.176 0.821 2.190 0.64
H -4.404 -0.631 1.247 0.47
H -4.953 2.252 0.605 0.61
H -2.941 2.780 -3.119 0.78
H -6.776 2.765 -0.509 0.36
H -6.492 1.993 -2.073 0.34
H -7.297 3.557 -1.988 0.45
H -5.109 4.540 0.319 0.32
H -5.942 5.508 -0.896 0.45
H -4.180 5.428 -0.885 0.38
H -5.065 3.348 -3.830 0.43
H -4.087 4.720 -3.262 0.41
H -5.837 4.842 -3.337 0.44
H -4.464 -3.164 4.955 0.45
H -3.897 -4.811 5.153 0.44
H -3.926 -4.111 3.550 0.42
H -2.770 -2.198 6.587 0.39
H -1.140 -2.870 6.618 0.35
H -2.523 -3.907 6.916 0.50
H -1.519 -4.905 3.469 0.29
H -1.477 -5.368 5.164 0.53
H -0.293 -4.229 4.548 0.35
H 2.790 3.780 1.717 0.30
H 2.403 2.991 3.259 0.34
H 1.234 4.122 2.529 0.33
H 6.352 -0.802 1.932 0.38
H 6.429 -0.945 0.170 0.35
H 6.989 -2.260 1.185 0.50
H 5.010 -2.632 3.209 0.41
H 5.473 -3.912 2.110 0.49
H 3.771 -3.571 2.347 0.36
H 4.699 -2.255 -1.082 0.32
H 3.665 -3.389 -0.236 0.27
H 5.406 -3.660 -0.299 0.51
H 4.772 0.157 -4.548 0.42
H 4.824 1.781 -5.277 0.40
H 4.915 0.350 -6.285 0.44
H 2.626 -1.307 -4.863 0.25
H 3.120 -1.180 -6.553 0.45
H 1.471 -0.802 -6.095 0.38
H 2.858 2.626 -6.597 0.40
H 1.461 1.590 -6.907 0.32
H 3.011 1.224 -7.649 0.47
Br 1.336 -1.427 -1.338 -0.19
O 1.262 -3.265 2.797 -0.35
S 0.181 -3.217 1.838 0.07
N 0.073 -1.839 1.195 0.38

---

Results for HOMO energy: -3.26, -9.89, -13.57 (in eV, following the order of the records).